# C32H92N9O16P3S5

A 8-piece molecular cluster, C32H92N9O16P3S5 overall in a non-equilibrium geometry (wB97M-V/def2-TZVPD, the OMol25 dataset).

Positions of all 157 atoms, in Å:
O: -0.9155 5.2652 -6.8469
S: -0.0172 4.6429 -5.8969
O: 0.9475 5.5111 -5.2667
O: -0.8440 4.0376 -4.7402
C: -2.2889 3.7670 -4.8359
C: -2.9518 3.9945 -3.4512
C: 0.8303 3.2481 -6.6036
H: -2.4531 2.7442 -5.1791
H: -2.6885 4.4591 -5.5753
H: -2.5448 4.8968 -2.9957
H: -2.6442 3.1967 -2.7702
H: -4.0363 4.0227 -3.5435
H: 1.5216 3.7185 -7.3122
H: 0.3003 2.5238 -7.2157
H: 1.4262 2.8075 -5.8250
O: -3.1013 -0.6156 3.8920
S: -2.0463 -0.2997 2.9303
O: -1.0654 -1.3423 2.5984
O: -2.8211 -0.0347 1.6913
C: -2.1253 -0.0830 0.3665
C: -2.9959 0.6645 -0.6870
C: -1.2057 1.1313 3.4506
H: -2.0389 -1.1501 0.1443
H: -1.1407 0.3240 0.4843
H: -3.2496 1.6400 -0.2575
H: -3.8855 0.0893 -0.8809
H: -2.4179 0.8185 -1.6036
H: -1.9149 1.9562 3.5008
H: -0.3417 1.4054 2.8291
H: -0.8909 0.8264 4.4447
O: 2.7003 6.9471 5.5386
S: 3.1683 7.2682 4.1855
O: 4.5988 7.4838 3.9546
O: 2.7947 6.1300 3.2638
C: 1.6896 5.2504 3.4715
C: 1.8747 3.8566 2.7714
C: 2.2814 8.6005 3.5662
H: 0.7514 5.7092 3.1436
H: 1.5725 5.1380 4.5328
H: 1.0289 3.2059 2.9707
H: 2.7908 3.3524 3.0045
H: 1.9128 3.9623 1.6632
H: 2.5258 9.3853 4.2670
H: 1.2450 8.3509 3.5424
H: 2.5718 8.8372 2.5561
O: 1.7672 -0.2455 -7.5372
S: 2.0464 -1.1826 -6.4503
O: 2.6756 -2.4532 -6.7498
O: 2.8720 -0.4235 -5.4039
C: 3.6121 -1.2066 -4.3597
C: 4.5446 -0.2571 -3.5352
C: 0.5100 -1.4248 -5.6743
H: 4.1572 -1.9343 -4.9093
H: 2.8946 -1.7168 -3.7296
H: 4.9306 -0.7868 -2.6752
H: 3.9581 0.5733 -3.1278
H: 5.2924 0.1556 -4.2375
H: 0.6899 -1.7697 -4.6564
H: 0.0570 -2.2315 -6.2544
H: -0.0521 -0.4525 -5.8185
O: -2.1444 4.1576 3.4268
P: -2.8749 4.8366 2.2950
N: -1.8824 5.1889 1.0384
C: -1.2228 4.1387 0.2672
C: -1.4685 6.5094 0.5638
N: -3.4890 6.3045 2.8859
C: -3.3862 6.7348 4.3139
C: -4.4437 7.0647 2.1003
N: -4.1948 3.9616 1.7476
C: -5.3264 3.6819 2.6856
C: -4.5712 3.7938 0.3207
H: -1.6367 4.1385 -0.7569
H: -1.3524 3.1491 0.6958
H: -0.1708 4.3113 0.1791
H: -1.8005 7.2899 1.2413
H: -1.7901 6.6933 -0.4604
H: -0.4050 6.5328 0.5791
H: -2.4892 6.3086 4.7256
H: -3.3686 7.8062 4.4094
H: -4.2162 6.3824 4.9353
H: -4.3046 6.8469 1.0359
H: -5.4472 6.8617 2.4501
H: -4.2315 8.1374 2.2695
H: -6.2331 4.2174 2.3200
H: -5.5097 2.6082 2.7594
H: -5.0098 4.0908 3.6411
H: -3.7748 4.1254 -0.2921
H: -5.4766 4.3661 0.0945
H: -4.8243 2.7512 0.2452
O: 0.2882 -2.5646 -2.7838
P: -0.2937 -3.9284 -2.6648
N: -1.8686 -3.8275 -1.9831
C: -2.7098 -2.7847 -2.5185
C: -2.1481 -3.9083 -0.5732
N: 0.7375 -4.8994 -1.8114
C: 0.5783 -6.2974 -1.5838
C: 1.5507 -4.2855 -0.7596
N: -0.5619 -4.7110 -4.0957
C: 0.5355 -5.0617 -4.9707
C: -1.7783 -5.2753 -4.6337
H: -2.5293 -2.7222 -3.5878
H: -2.4043 -1.8337 -2.1190
H: -3.7773 -2.9716 -2.4146
H: -2.1092 -2.9585 0.0016
H: -1.4841 -4.6106 -0.0205
H: -3.1744 -4.4008 -0.4633
H: 1.5201 -6.8259 -1.7779
H: 0.3285 -6.5231 -0.5333
H: -0.2222 -6.7695 -2.1775
H: 2.4654 -4.8367 -0.6992
H: 1.6935 -3.2781 -1.0839
H: 0.9902 -4.3078 0.1725
H: 0.1142 -4.9190 -5.9685
H: 1.3218 -4.3433 -4.8171
H: 0.9240 -6.0789 -4.7804
H: -1.7354 -6.3773 -4.6082
H: -1.9416 -4.9291 -5.6470
H: -2.6575 -4.9771 -4.0682
O: 3.9295 -5.7373 2.0184
P: 3.0984 -5.7006 3.2303
N: 2.0957 -4.4228 3.1552
C: 0.9035 -4.1196 3.9500
C: 2.5230 -3.1802 2.5175
N: 3.9524 -5.6764 4.6599
C: 3.2270 -5.6225 5.9300
C: 5.3647 -5.2009 4.7133
N: 2.0906 -7.0441 3.5220
C: 2.7194 -8.3195 4.0485
C: 1.1750 -7.4754 2.4776
H: 1.1024 -3.3070 4.6740
H: 0.5611 -5.0108 4.4770
H: 0.0765 -3.7210 3.3257
H: 1.6505 -2.6741 2.1224
H: 3.2378 -3.4464 1.7319
H: 2.9338 -2.5052 3.2792
H: 2.9622 -4.6556 6.3261
H: 2.3311 -6.2865 5.9246
H: 3.8499 -6.0990 6.6982
H: 5.9972 -5.8480 5.2790
H: 5.6656 -5.2601 3.6670
H: 5.3581 -4.1668 5.0346
H: 3.1083 -8.2292 5.0645
H: 1.9358 -9.0847 4.0581
H: 3.5396 -8.6560 3.4091
H: 1.6312 -8.0287 1.6367
H: 0.5770 -6.6567 2.0834
H: 0.4355 -8.1161 2.9252
C: 0.9183 0.6000 -2.5662
S: 1.4963 0.9131 -0.8131
O: 0.3572 1.5816 -0.0896
C: 1.5033 -0.8720 -0.2317
H: 0.0582 -0.0734 -2.6861
H: 1.8041 0.2061 -3.0732
H: 0.7528 1.5719 -3.0629
H: 2.1966 -1.3954 -0.8768
H: 0.5018 -1.3089 -0.1998
H: 1.9088 -1.0422 0.7552

As for the spin multiplicity: 1. Its highest occupied orbital energy is -8.62 eV. The value obtained for the total energy is -5986.10984 Ha. The calculation puts the max |F| at 4.9 eV Å⁻¹. The charge is 0. For the molecular weight, the calculation gives 1112.4 g mol⁻¹.



# C32H93N7O11

A 11-piece molecular cluster, C32H93N7O11 overall in a non-equilibrium geometry (wB97M-V/def2-TZVPD, the OMol25 dataset).

Positions of all 143 atoms, in Å:
C: 2.0172 -4.6987 -1.0724
C: 2.1128 -3.6183 -2.2035
C: 3.5562 -3.2349 -2.3565
O: 3.5539 -2.1031 -3.2227
C: 4.7880 -1.4359 -3.1042
N: 1.4360 -4.0251 -3.4220
H: 0.9698 -4.6326 -0.7781
H: 2.6611 -4.5539 -0.2049
H: 2.1480 -5.7476 -1.3387
H: 1.6101 -2.7514 -1.7747
H: 4.1264 -3.9839 -2.9061
H: 4.0824 -3.1155 -1.4094
H: 4.9116 -0.9877 -4.0901
H: 5.7163 -1.9975 -3.0001
H: 4.7786 -0.6618 -2.3368
H: 1.8438 -3.4904 -4.1756
H: 1.8950 -4.9231 -3.4775
C: -0.5135 -3.7713 6.8051
C: -1.5335 -2.6338 6.7257
C: -1.6446 -1.9896 5.3251
O: -0.3105 -1.4973 5.0083
C: -0.2826 -0.8114 3.7621
N: -2.8615 -3.1944 7.0062
H: -0.9794 -4.6604 6.3802
H: -0.3026 -4.0223 7.8446
H: 0.3881 -3.3829 6.3315
H: -1.1649 -1.8442 7.3805
H: -2.3249 -1.1381 5.3362
H: -1.9818 -2.6723 4.5452
H: -0.9980 0.0110 3.7598
H: -0.6031 -1.4325 2.9256
H: 0.6312 -0.3069 3.4482
H: -2.8833 -4.0567 6.4808
H: -3.6557 -2.6417 6.7166
C: 3.6210 -0.6146 3.5358
C: 4.2390 -0.5681 2.1095
C: 5.7221 -0.9232 2.1162
O: 6.5835 -0.3051 3.0276
C: 6.6551 1.1187 2.9578
N: 3.4341 -1.3245 1.1414
H: 2.5787 -0.9187 3.6320
H: 3.6982 0.4053 3.9126
H: 4.2143 -1.2982 4.1430
H: 4.2248 0.4634 1.7576
H: 6.0560 -0.8821 1.0794
H: 5.9001 -1.9686 2.3679
H: 7.2077 1.5998 3.7648
H: 5.7157 1.6715 2.9681
H: 7.0579 1.4088 1.9874
H: 4.1178 -1.6429 0.4696
H: 2.8124 -0.6927 0.6573
C: -3.2000 1.0676 -2.3947
C: -4.6861 1.0800 -2.8834
C: -5.0836 -0.3366 -3.3793
O: -4.4496 -0.7672 -4.5430
C: -4.7469 -0.0561 -5.6981
N: -5.5507 1.5043 -1.8246
H: -2.7702 2.0236 -2.0956
H: -2.5001 0.7846 -3.1809
H: -3.1771 0.3086 -1.6127
H: -4.8561 1.7817 -3.7000
H: -6.1598 -0.4709 -3.4883
H: -4.7915 -0.9649 -2.5379
H: -5.5505 0.6613 -5.5320
H: -5.0378 -0.8703 -6.3618
H: -3.8602 0.4780 -6.0396
H: -5.1491 2.3553 -1.4578
H: -5.4563 0.8993 -1.0215
C: -3.0298 5.0998 -0.4897
C: -1.7447 5.8167 -0.1101
C: -0.6656 4.9064 0.4316
O: -0.9847 4.3245 1.6670
C: -0.2589 3.1679 1.9984
N: -1.3450 6.4659 -1.3290
H: -3.8368 5.7116 -0.8929
H: -3.5807 4.6869 0.3553
H: -2.9249 4.3038 -1.2269
H: -2.0367 6.5397 0.6516
H: 0.2435 5.4603 0.6659
H: -0.5659 4.1625 -0.3588
H: -0.7129 2.9266 2.9594
H: 0.7983 3.3979 2.1310
H: -0.3567 2.3048 1.3399
H: -0.5951 7.1275 -1.1876
H: -0.8924 5.8002 -1.9390
C: 3.1201 4.3839 -0.0948
C: 2.2821 4.1940 -1.3547
C: 3.2051 4.1958 -2.5675
O: 2.5102 4.2675 -3.7989
C: 3.2949 4.0932 -4.8964
N: 1.5198 2.9922 -1.2963
H: 2.4527 4.5166 0.7567
H: 3.6950 5.3042 -0.1976
H: 3.6387 3.5086 0.2964
H: 1.6905 5.0696 -1.6223
H: 3.6596 3.2053 -2.5435
H: 4.0185 4.9056 -2.4168
H: 2.6816 4.3279 -5.7664
H: 3.7731 3.1352 -5.1007
H: 4.1032 4.7848 -5.1338
H: 1.6955 2.7348 -0.3356
H: 2.0582 2.2922 -1.7864
C: -4.7029 -1.9838 1.8841
C: -3.6531 -1.2406 1.1000
C: -3.2523 0.0917 1.8330
O: -4.1804 1.0824 1.5388
C: -3.9101 2.3337 2.0307
N: -2.5923 -2.1932 0.9233
H: -4.2851 -2.3564 2.8193
H: -5.1807 -2.8942 1.5222
H: -5.4642 -1.2834 2.2278
H: -4.0148 -1.0658 0.0868
H: -2.2635 0.3518 1.4550
H: -3.1764 -0.1509 2.8930
H: -4.8317 2.9158 2.0379
H: -3.1480 2.8460 1.4434
H: -3.5451 2.2825 3.0564
H: -2.7801 -2.7776 1.7253
H: -2.7359 -2.8384 0.1597
C: 0.1676 -0.0369 -0.9562
O: 0.7539 -0.0398 0.3766
H: 0.5320 -0.8297 -1.6095
H: -0.9141 -0.0544 -0.8234
H: 0.4891 0.8079 -1.5653
H: 0.5820 -0.7935 0.9458
C: 1.3522 -3.8549 2.8773
O: 2.6558 -3.9143 2.3270
H: 1.1084 -4.8293 3.3006
H: 1.5124 -3.1785 3.7169
H: 0.5873 -3.3943 2.2521
H: 2.8898 -3.0225 2.0593
C: -0.3764 -0.8266 -5.0786
O: 0.0943 -2.0363 -5.6540
H: 0.4922 -0.1681 -5.0793
H: -1.2808 -0.3462 -5.4522
H: -0.5810 -0.9708 -4.0178
H: -0.5274 -2.7479 -5.4844
C: -2.1441 -3.7184 -2.8079
O: -1.0298 -3.0773 -2.2887
H: -2.6707 -4.1691 -1.9667
H: -2.7462 -2.9416 -3.2793
H: -1.8562 -4.5599 -3.4380
H: -0.2828 -3.5324 -2.6841

As for the spin multiplicity: 1. Its highest occupied orbital energy is -9.23 eV. Its SMILES is COC[C@H](C)N.COC[C@H](C)N.COC[C@H](C)N.COC[C@H](C)N.COC[C@H](C)N.COC[C@H](C)N.COC[C@H](C)N.CO.CO.CO.CO. The value obtained for the total energy is -2485.59968 Ha. The value obtained for the energy relative to the best compared isomer or geometry (same formula, charge and spin) is 5.0325 eV. The calculation puts the max |F| at 3.1 eV Å⁻¹. The charge is 0. For the molecular weight, the calculation gives 752.1 g mol⁻¹.



# C32H94N12O15

A 15-piece molecular cluster, C32H94N12O15 overall in a non-equilibrium geometry (wB97M-V/def2-TZVPD, the OMol25 dataset).

Positions of all 153 atoms, in Å:
C: 2.0250 -5.3552 -2.2277
C: 2.4405 -4.5652 -3.4243
C: 2.2283 -5.2470 -4.8020
O: 1.5758 -3.4167 -3.4825
H: 0.9542 -5.2396 -2.1506
H: 2.3325 -4.9630 -1.2514
H: 2.3230 -6.4051 -2.2197
H: 3.4992 -4.3050 -3.2759
H: 1.2976 -5.7703 -4.8081
H: 2.9807 -6.0029 -4.9915
H: 2.2332 -4.4563 -5.5534
H: 1.9618 -2.6552 -3.0304
C: 2.5277 -0.9101 2.6554
C: 2.3040 -1.5769 4.0395
C: 1.0493 -1.0476 4.7480
O: 2.1978 -2.9495 3.9625
H: 3.4766 -1.3022 2.3143
H: 2.6885 0.1459 2.8582
H: 1.6989 -0.9715 1.9225
H: 3.1830 -1.3567 4.6834
H: 0.1991 -1.0811 4.0330
H: 1.2266 -0.0106 5.0619
H: 0.7066 -1.6365 5.6157
H: 1.2934 -3.2550 3.7899
C: -4.1559 2.0803 2.4764
C: -4.0883 0.5775 2.6118
C: -3.1153 0.1890 3.7284
O: -5.3869 0.0020 2.7747
H: -4.6922 2.6342 3.2364
H: -4.6979 2.3160 1.5810
H: -3.1539 2.5167 2.4585
H: -3.6213 0.1773 1.7266
H: -3.2069 -0.8516 3.9719
H: -3.2386 0.8720 4.5284
H: -2.0782 0.3518 3.4833
H: -5.3917 -0.5383 3.5854
C: -7.0750 3.8933 -1.8811
C: -7.1539 3.0965 -0.6018
C: -6.3883 1.7233 -0.7409
O: -6.6729 3.9358 0.4581
H: -7.9059 4.6400 -2.0234
H: -7.1773 3.1776 -2.7236
H: -6.1545 4.4557 -1.9430
H: -8.1824 2.7886 -0.3653
H: -6.3260 1.0224 0.0729
H: -5.3407 1.9181 -0.9362
H: -6.7427 1.0910 -1.6101
H: -5.6797 3.9690 0.4125
C: 2.0452 3.1488 -4.6471
C: 3.2729 2.6500 -3.8939
C: 3.9424 3.7438 -3.0490
O: 2.7411 1.5433 -3.0208
H: 2.3261 4.0057 -5.3103
H: 1.3636 3.4180 -3.8222
H: 1.6789 2.3456 -5.2616
H: 4.0774 2.2212 -4.5346
H: 4.3944 4.5191 -3.6973
H: 4.7700 3.3652 -2.3965
H: 3.2130 4.1839 -2.3981
H: 2.8294 1.8752 -2.1360
C: 1.3042 3.7485 3.3728
C: -0.1021 4.2708 3.7365
C: -0.2396 4.5890 5.1943
O: -0.3748 5.3927 2.7648
H: 1.2463 3.5193 2.2961
H: 1.5944 2.8406 3.9731
H: 2.0734 4.4757 3.5015
H: -0.8262 3.4260 3.5316
H: -1.2334 4.7163 5.5001
H: 0.5025 5.3480 5.4559
H: -0.0439 3.6203 5.6467
H: 0.4742 5.8101 2.5696
C: 4.8528 -4.7714 1.0001
C: 3.7332 -5.5613 1.6574
C: 4.2017 -6.1512 2.9594
O: 2.5378 -4.7757 1.6898
H: 5.0990 -3.8721 1.5583
H: 4.5246 -4.5315 0.0041
H: 5.6438 -5.4665 0.7703
H: 3.5584 -6.2925 0.9071
H: 5.1264 -6.7332 2.8326
H: 3.4992 -6.8466 3.3263
H: 4.5630 -5.4159 3.6918
H: 2.6510 -4.0366 2.3164
C: 5.1733 -0.1481 -2.7860
C: 4.3903 -1.2761 -2.1545
C: 4.5091 -1.3748 -0.6355
O: 2.9922 -1.2097 -2.5500
H: 6.2017 -0.2006 -2.4268
H: 4.7101 0.7855 -2.5051
H: 5.1051 -0.2361 -3.8507
H: 4.8101 -2.2543 -2.5307
H: 5.5561 -1.3968 -0.2706
H: 4.0364 -2.2160 -0.1966
H: 3.9318 -0.5605 -0.2030
H: 2.9235 -0.4514 -3.1604
C: -0.7429 0.8481 0.8043
C: -0.1310 -0.0751 -0.1794
O: 1.1006 0.4956 -0.6947
H: -0.8150 1.7599 0.2298
H: -0.0013 1.0017 1.5476
H: -1.7106 0.4426 1.1519
H: -0.8359 -0.1571 -1.0122
H: 0.0094 -1.1089 0.2195
H: 1.4054 -0.1346 -1.3519
C: 2.5987 3.4938 0.0171
O: 3.1869 4.5760 0.0768
N: 1.2469 3.3933 -0.1912
N: 3.3526 2.3181 0.2193
H: 0.7938 2.5935 -0.5899
H: 0.9084 4.3188 -0.5011
H: 4.0010 2.4339 1.0012
H: 2.7624 1.4923 0.2332
C: -1.0957 -3.7375 2.6664
O: -2.1774 -3.3431 2.9428
N: -0.5454 -3.6322 1.4372
N: -0.0940 -4.2603 3.6269
H: 0.2978 -4.1663 1.2414
H: -1.1901 -3.3318 0.7276
H: 0.3905 -5.1222 3.2946
H: -0.5115 -4.4956 4.4796
C: -1.5718 2.0984 -2.7063
O: -1.0539 3.1433 -2.2731
N: -0.8665 1.2327 -3.5588
N: -2.8165 1.6505 -2.3265
H: -1.3045 0.6533 -4.2371
H: 0.0496 1.5538 -3.8406
H: -3.2704 1.0545 -2.9645
H: -3.4453 2.2817 -1.8663
C: -1.6403 -1.7940 -3.9896
O: -2.7869 -1.2646 -3.9441
N: -0.8858 -1.8417 -5.1616
N: -1.1131 -2.4282 -2.8722
H: 0.0099 -2.2886 -5.0873
H: -1.2555 -1.5185 -6.0221
H: -1.7325 -2.3240 -2.0463
H: -0.2789 -3.0094 -2.8861
C: -3.7065 -1.8656 -0.3269
O: -2.4921 -1.9503 -0.4204
N: -4.5552 -1.6713 -1.4408
N: -4.4199 -2.2873 0.8631
H: -5.4156 -1.2647 -1.2168
H: -4.0596 -1.4445 -2.2809
H: -5.4067 -2.0054 0.9246
H: -3.8832 -2.1810 1.7014
C: -2.8757 4.3082 0.3338
O: -3.7542 3.7740 -0.3976
N: -1.5782 4.1508 0.1035
N: -3.2120 5.2493 1.3550
H: -0.9753 4.7241 0.6601
H: -1.3177 3.6237 -0.7167
H: -4.1847 5.2356 1.5920
H: -2.5416 5.3137 2.0855

As for the spin multiplicity: 1. Its highest occupied orbital energy is -9.49 eV. The value obtained for the total energy is -3061.53833 Ha. The calculation puts the max |F| at 3.4 eV Å⁻¹. The charge is 0. For the molecular weight, the calculation gives 887.2 g mol⁻¹.



Question: What is the formula in the first record?
Answer: C32H92N9O16P3S5



Question: What is the total energy in the second record?
Answer: -2485.59968 Ha